(1)
C37H46N9O2 | wB97M-V/def2-TZVPD

```
! wB97M-V def2-TZVPD RIJCOSX def2/J DEFGRID3
* xyz 1 1
N -4.222 -3.075 3.710
C -3.726 4.057 6.930
H -3.837 3.993 8.005
C -4.120 5.146 4.849
H 5.767 2.281 -7.354
H 0.180 -1.723 2.636
H -2.998 -5.687 5.446
C 4.219 1.786 -5.951
H 4.595 4.356 -8.100
C -3.623 -5.160 4.740
H 2.255 -0.594 -2.292
H -6.103 -5.580 2.487
H 1.491 3.407 -5.306
C -4.288 5.109 6.225
H 2.294 1.672 -2.981
C -2.164 0.881 1.933
N -1.669 0.111 4.186
C -3.492 -3.793 4.564
C 4.163 3.719 -7.339
C 1.041 -5.483 -1.319
H 1.229 0.462 -0.563
N 0.361 1.638 1.783
N 7.235 -0.260 -4.527
H 2.402 4.927 -7.050
H -4.547 5.950 4.260
H -3.193 0.565 2.042
C 0.866 -4.788 -2.507
C 6.373 1.374 -3.000
H 0.133 -0.782 4.902
H 6.434 2.375 -2.595
C -5.132 -3.733 2.992
H -3.555 2.182 -0.154
H 0.535 1.666 -3.032
H 0.824 3.313 -0.139
C -2.908 3.224 4.860
C 2.439 3.190 -5.788
N 0.002 1.096 2.934
O 2.726 1.841 -0.605
C 1.419 1.438 -1.018
H 1.325 1.948 1.745
C 0.310 2.422 -0.503
H -2.766 -3.228 5.136
H 8.019 1.624 -4.368
C 6.309 -1.109 -4.088
H -4.212 -0.051 -0.635
C -3.019 3.090 6.234
C 7.255 0.956 -3.985
H 4.693 0.875 -5.602
N 0.509 -5.107 -0.158
C -0.369 1.834 0.694
C -3.161 0.168 -0.765
C -0.625 -2.024 3.304
N 3.051 2.079 -5.380
H 0.666 -0.669 -2.531
C 4.816 2.569 -6.928
H -1.365 -1.616 5.266
H -4.847 5.885 6.730
H -2.188 1.911 -1.314
H -1.084 -2.340 -1.218
H -0.301 -2.988 3.699
H -0.067 -3.071 -3.397
H 1.324 -5.140 -3.421
C -4.576 -5.825 3.985
C 5.378 -0.791 -3.110
H -1.545 -2.223 2.757
H -0.402 2.688 -1.267
H 2.924 1.410 0.231
C -1.732 1.448 0.761
C 1.402 1.227 -2.543
H 4.645 -1.522 -2.796
H -0.651 -3.719 0.801
N -3.443 4.226 4.164
H 1.636 -6.389 -1.289
C 0.092 -3.639 -2.488
C 2.946 4.039 -6.758
C -0.822 -1.088 4.488
C -0.472 -3.231 -1.287
C -2.488 -0.468 -1.918
H -5.714 -3.130 2.304
H -2.364 2.495 4.278
H -2.635 -0.174 4.068
H 4.705 0.770 -1.791
H -2.563 2.251 6.742
O -2.235 -0.854 -0.558
C -0.230 -4.000 -0.159
C 5.414 0.479 -2.556
H -4.715 -6.893 4.091
C -5.349 -5.099 3.093
C -2.675 1.598 -0.404
C -1.253 0.708 3.003
N 1.510 -0.214 -2.868
H -1.635 0.023 -2.360
H 6.318 -2.091 -4.547
H -3.154 -1.133 -2.448
*
```

M (g/mol): 648.84
Kohn-Sham gap (eV): 6.9
Largest force on an atom (eV/A): 1.83
LUMO level (eV): -4.2

---

(2)
C37H47B2BrCdF4Ge2N6O4 | wB97M-V/def2-TZVPD

```
! wB97M-V def2-TZVPD RIJCOSX def2/J DEFGRID3
* xyz 1 2
H 0.823 -0.935 -4.630
C -3.096 4.459 -3.365
H 0.308 4.025 -3.464
C -4.874 -1.778 1.231
F 4.983 -0.724 1.417
H -4.109 4.232 -3.027
C -0.256 -4.805 0.556
C 3.212 4.521 1.556
H 3.571 5.389 2.094
H 0.486 -5.392 0.011
H -3.522 -0.798 -0.105
H 1.194 4.762 2.224
H -1.212 -4.922 0.055
C 1.357 -2.879 1.294
H 1.183 0.785 -4.782
O -0.455 -1.476 -2.854
C 1.871 4.173 1.615
F -1.835 -3.276 -3.180
C -4.310 2.169 -0.039
H -0.998 2.558 -4.370
H -3.852 -3.125 4.160
C -3.835 -2.605 3.214
Br -1.078 -2.316 3.765
H -3.527 2.710 0.478
N -0.479 -2.452 -0.069
H -2.929 3.970 -4.321
Ge -2.148 1.473 -1.829
C -2.141 0.867 -3.678
H 0.046 5.506 -2.533
H -5.925 -2.827 2.792
C 1.369 3.063 0.942
N 0.347 -0.675 -2.125
H 1.721 1.040 2.460
C -2.232 5.001 -0.440
H 2.491 -0.353 -4.427
C -6.343 0.826 -1.348
C 1.437 -0.129 -4.243
C 2.831 1.956 -2.764
C -4.005 1.442 -1.196
C 2.253 2.330 0.153
O -1.473 -2.777 -0.949
H -0.663 2.707 0.278
C -2.651 -2.077 2.721
H -1.692 2.235 3.144
C 0.118 -3.366 0.571
C -4.975 -2.438 2.445
C -0.073 2.687 1.191
Ge -1.815 3.917 -2.007
H -2.063 -0.258 -7.392
N -2.528 -1.425 1.587
N -0.284 1.359 1.830
H 3.211 2.776 -2.165
C 2.092 0.933 -1.952
O 2.798 0.257 -0.923
H 1.788 -4.784 2.158
H -2.997 5.541 -3.485
C -1.616 1.380 2.461
H -3.255 4.858 -0.097
H -1.764 0.467 3.029
H 2.818 -3.457 2.736
C -2.081 0.055 -6.356
H -7.639 1.601 0.180
C -3.638 -1.301 0.844
H 2.163 2.364 -3.521
C -1.477 1.246 -5.980
C 4.091 3.720 0.844
H -0.322 -5.184 1.578
C 1.195 0.017 -2.775
H -3.146 -1.016 -3.337
H -5.820 2.812 1.346
H -0.481 3.449 1.860
H 3.057 -4.138 1.122
C -6.626 1.555 -0.199
N 1.546 -1.619 1.261
H -0.985 1.865 -6.721
H -2.127 6.035 -0.778
C 2.307 -3.874 1.870
F 3.953 -2.249 0.055
C 0.008 4.415 -2.491
C -1.494 1.638 -4.646
B -0.852 -2.840 -2.333
C -5.606 2.233 0.456
H 0.488 0.155 3.362
H 4.298 1.975 -0.378
H -7.139 0.306 -1.867
H -3.129 -1.694 -5.679
H 0.721 4.077 -1.735
C -5.046 0.765 -1.840
C -2.714 -0.347 -4.071
C -2.691 -0.746 -5.398
C 3.611 2.622 0.148
B 3.892 -1.357 1.029
C 0.721 1.104 2.881
H -5.731 -1.633 0.588
F 0.282 -3.648 -2.287
Cd -0.207 -0.238 0.089
H -4.857 0.205 -2.746
H 3.670 1.477 -3.271
O 2.764 -1.179 1.801
N 1.718 1.187 -0.550
H 0.698 1.902 3.632
H -1.546 4.847 0.390
H -2.396 1.452 1.707
H 5.151 3.939 0.830
*
```

Relative energy (zero: lowest compared OMol25 entry of this formula, charge and spin) (eV): 1.340
M (g/mol): 1074.97
⟨S²⟩: 0.755
Kohn-Sham gap (alpha / beta) (eV): 7.6 / 6.7
Largest force on an atom (eV/A): 0.78
LUMO level (alpha / beta) (eV): -2.5 / -4.5

---

(3)
C37H47GeIrN5O | wB97M-V/def2-TZVPD

```
! wB97M-V def2-TZVPD RIJCOSX def2/J DEFGRID3
* xyz 4 2
H 1.800 0.961 -1.362
H 4.737 1.748 2.769
H -4.927 3.345 -2.438
H -3.169 -0.831 -1.218
C -3.002 2.481 -0.490
H 1.579 -7.501 0.962
H 2.260 4.287 1.315
H 1.894 3.066 4.849
C 1.025 2.340 -2.800
H 1.680 3.145 -2.493
C 2.867 2.880 2.897
N -1.736 0.030 -0.005
H 4.071 1.869 4.419
C 1.614 -6.732 0.195
C 3.160 3.796 1.690
C 0.469 -4.505 0.141
N 1.151 -5.462 0.772
C -1.229 1.174 0.498
C 0.015 0.971 1.261
H -5.524 4.642 -1.431
H -4.049 -1.623 1.054
H 3.628 3.241 0.874
H -0.419 -2.650 -2.798
H -1.421 3.282 0.726
H -2.551 4.250 -2.522
C -3.465 1.288 -1.056
H -1.295 -0.534 -3.999
H -1.379 1.654 -5.108
H -2.177 -1.402 2.651
C -0.698 1.499 -4.282
H 5.866 -3.431 -2.613
C -3.915 4.478 0.671
H 0.505 3.014 1.539
Ir -0.755 -1.710 0.483
H -5.697 2.985 -0.871
H -1.740 -3.135 2.410
H 1.877 -5.660 2.786
C -2.188 -2.250 1.966
C -5.033 3.670 -1.401
H 3.848 4.581 1.999
C 2.293 0.395 2.674
H 0.964 -7.014 -0.628
C -3.206 -3.278 0.063
C 2.654 -2.666 -3.289
O -2.141 -2.957 -0.551
C 0.778 -3.829 2.179
H 1.950 -2.632 -4.113
H -4.883 -4.424 0.049
C 0.139 2.528 -3.858
H -3.820 -4.643 -1.296
C 1.086 1.116 -2.164
H -3.248 5.663 -1.727
C 2.266 -2.198 -1.985
H -1.806 4.904 -1.052
C 1.992 1.742 2.432
H -4.153 -3.098 2.004
H 3.160 0.117 3.255
C -2.822 0.099 -0.792
C 0.805 1.994 1.724
H 0.115 -4.591 -0.875
C -0.653 0.268 -3.653
H 5.195 -2.661 -0.337
H 1.158 4.074 3.599
N 0.362 -0.336 1.464
C 2.105 3.679 3.972
C -1.836 2.389 0.283
H -4.491 3.829 1.333
H 2.932 -1.761 0.039
H 4.206 -3.524 -4.472
C 4.841 -3.125 -2.437
H 2.637 -6.630 -0.159
C -3.510 -2.535 1.322
C 4.198 2.391 3.469
C -2.757 4.707 -1.551
C 0.259 0.072 -2.607
H 0.114 3.481 -4.371
C 1.359 -5.052 2.062
H 2.721 4.518 4.293
C 3.913 -3.153 -3.499
C -3.680 3.816 -0.701
C 3.207 -2.152 -0.932
H 1.714 -1.634 2.351
C 1.482 -0.594 2.178
H -4.333 1.281 -1.699
H 4.835 3.250 3.673
H -4.476 5.401 0.530
C 4.468 -2.641 -1.139
N -4.020 -4.183 -0.417
H 0.674 -3.222 3.062
H -2.982 4.746 1.169
N 0.214 -3.486 0.964
Ge 0.345 -1.692 -1.878
*
```

Relative energy (zero: lowest compared OMol25 entry of this formula, charge and spin) (eV): 0.000
M (g/mol): 842.64
⟨S²⟩: 0.770
Kohn-Sham gap (alpha / beta) (eV): 5.4 / 4.7
Largest force on an atom (eV/A): 1.75
LUMO level (alpha / beta) (eV): -14.0 / -14.7